No. 1
{
  "formula": "C5H10N3",
  "method": "ωB97M-V/def2-TZVPD",
  "charge": 1,
  "multiplicity": 1,
  "homo_energy_ev": [-13.21, -14.02],
  "homo_lumo_gap_ha": [0.262, 0.355],
  "energy_ev": -9806.5090,
  "de_lowest_kcal_mol": 120.82,
  "symbols": ["C", "C", "C", "C", "C", "N", "N", "N", "H", "H", "H", "H", "H", "H", "H", "H", "H", "H"],
  "coordinates": [[-1.48852, -1.39642, -0.81052], [1.46262, 0.53721, 1.19676], [-1.95349, -0.06695, -0.25750], [-0.87779, 0.50543, 0.66615], [0.92537, 0.75055, -1.03456], [-0.33691, -1.78446, -0.81487], [0.47257, 0.18401, 0.24196], [2.40453, -0.28055, 1.45505], [-2.29263, -1.98845, -1.25769], [-2.14388, 0.57039, -1.12264], [-2.88715, -0.17980, 0.29193], [-1.02035, 1.59236, 0.71102], [-0.99993, 0.10378, 1.67506], [1.63909, 1.55837, -0.86614], [1.40952, -0.02677, -1.62419], [0.08614, 1.14962, -1.59884], [3.15252, -0.00025, 2.07976], [2.44830, -1.22807, 1.06926]],
  "atomic_forces_ev_per_a": [[-1.9, 0.5, 0.0], [-1.3, -0.7, -0.7], [0.7, 0.0, 0.2], [-1.1, 0.2, 0.3], [0.3, 0.1, -1.0], [1.7, -0.4, 0.3], [1.3, 1.0, 0.9], [0.3, -0.5, 0.0], [0.1, -0.3, -0.2], [-0.1, 0.1, 0.0], [0.0, 0.0, -0.1], [0.2, -0.1, 0.1], [0.0, 0.1, -0.1], [-0.1, 0.0, 0.0], [-0.1, 0.0, 0.1], [-0.1, -0.1, 0.1], [-0.1, 0.0, 0.0], [0.0, 0.2, 0.0]]
}

***

No. 2
{
  "formula": "C5H10N3",
  "method": "ωB97M-V/def2-TZVPD",
  "charge": 1,
  "multiplicity": 1,
  "homo_energy_ev": -15.76,
  "homo_lumo_gap_ha": 0.326,
  "energy_ev": -9806.9043,
  "de_lowest_kcal_mol": 111.71,
  "symbols": ["C", "C", "C", "C", "C", "N", "N", "N", "H", "H", "H", "H", "H", "H", "H", "H", "H", "H"],
  "coordinates": [[1.73526, 0.46072, -1.50448], [0.83309, 1.60584, -0.01848], [0.48543, 2.63078, 0.80315], [-0.10182, -1.34538, -1.54822], [-1.58697, -1.43143, 1.86012], [1.94677, 1.51935, -0.83888], [0.50719, -0.16811, -1.14954], [-0.00402, 0.52984, -0.23274], [2.44279, 0.20025, -2.23176], [-0.29130, 2.72067, 1.56075], [0.98519, 3.68175, 0.75425], [0.42655, -2.07846, -1.03155], [-1.18499, -1.26332, -1.16912], [-0.00153, -1.33356, -2.59740], [-0.77239, -0.69212, 1.57366], [-1.63840, -1.98512, 1.05413], [-2.39770, -0.85946, 2.00338], [-1.38316, -2.19225, 2.71272]],
  "atomic_forces_ev_per_a": [[0.4, 0.2, -0.2], [-0.3, 0.2, 0.3], [0.9, 2.8, 0.1], [-3.0, 0.1, 0.1], [4.6, 0.3, 3.7], [-0.6, 0.7, 0.4], [1.7, 3.9, 1.7], [-1.0, 0.3, 1.0], [0.4, -1.2, -1.1], [-0.4, -1.0, -0.5], [-0.2, -2.3, -0.2], [0.6, -2.0, 0.4], [1.7, -0.5, -0.9], [-0.2, -0.9, -1.3], [-0.5, -1.1, 1.3], [-0.9, -2.9, -4.3], [-3.2, 1.7, 0.7], [-0.1, 1.9, -1.2]]
}

***

No. 3
{
  "formula": "C5H10N3O",
  "method": "ωB97M-V/def2-TZVPD",
  "charge": 1,
  "multiplicity": 1,
  "homo_energy_ev": -14.77,
  "homo_lumo_gap_ha": 0.383,
  "energy_ev": -11853.9538,
  "de_lowest_kcal_mol": 111.28,
  "symbols": ["C", "C", "C", "O", "N", "C", "N", "C", "N", "H", "H", "H", "H", "H", "H", "H", "H", "H", "H"],
  "coordinates": [[3.03538, -0.49997, 0.71491], [2.23188, 0.69506, -0.05051], [0.81573, 0.08261, -0.45800], [-0.18759, 1.08780, -0.85885], [-1.38408, 0.52532, -0.55286], [-2.38181, 0.99411, 0.35079], [-3.35816, -0.04445, 0.26044], [-2.95700, -1.09352, -0.67900], [-1.68951, -0.64094, -1.15007], [2.41421, -1.46912, 0.61885], [3.17788, -0.27948, 1.82287], [4.02228, -0.70511, 0.17850], [2.86750, 1.03571, -0.94551], [2.11771, 1.61481, 0.62792], [0.40093, -0.43136, 0.48887], [0.98651, -0.74451, -1.21927], [-2.35642, 1.94757, 0.96730], [-4.22642, -0.03171, 0.82851], [-3.52903, -2.04280, -0.94491]],
  "atomic_forces_ev_per_a": [[-0.6, -0.2, -0.7], [0.3, 0.1, 0.1], [2.1, -1.2, 1.7], [-0.4, -0.7, 0.6], [-3.7, 0.0, 1.5], [0.7, -3.4, -2.5], [1.7, 0.4, -0.8], [3.6, 4.6, 1.0], [-3.8, -1.5, 1.2], [1.0, 1.4, 0.3], [-0.1, -0.3, -1.6], [-1.3, 0.4, 1.0], [-1.3, -0.6, 1.2], [0.0, -1.5, -1.0], [0.6, 0.9, -1.4], [-0.6, 1.4, 0.6], [-0.2, -1.6, -1.0], [0.8, 0.0, -0.7], [1.0, 1.7, 0.4]]
}